No. 1
C25H43F3OsP2 as an isolated structure in a non-equilibrium geometry. Source: OMol25; level of theory: ωB97M-V/def2-TZVPD.

Output
E_HOMO (spin up / spin down) ... -0.446 / -0.506 Eh
Spin multiplicity ... 5
E_tot ... -55801.8618 eV
Total charge ... +2
Energy relative to the best compared isomer or geometry (same formula, charge and spin) ... 0.00 kJ/mol
Orbital gap (spin up / spin down) ... 6.042 / 4.380 eV

Each line ends with the Mulliken spin population.
Geometry (Å):
1 Os -0.070 -0.105 1.803  2.41
2 C -0.764 -1.895 2.835  0.26
3 C 0.616 -2.001 2.353  0.21
4 C 0.567 -0.542 4.192  0.08
5 C -0.756 -1.017 3.986  0.28
6 C 1.425 -1.124 3.196  0.19
7 C -1.915 -2.768 2.431  -0.02
8 H -1.714 -3.298 1.503  0.01
9 H -2.823 -2.160 2.308  -0.01
10 H -2.138 -3.519 3.202  0.01
11 C -1.912 -0.746 4.882  0.00
12 H -2.866 -0.946 4.390  0.00
13 H -1.916 0.287 5.237  0.01
14 H -1.862 -1.383 5.775  0.02
15 C 1.004 0.355 5.295  -0.01
16 H 1.167 -0.215 6.221  0.01
17 H 0.245 1.108 5.517  0.01
18 H 1.931 0.876 5.055  0.00
19 C 2.925 -1.114 3.262  0.00
20 H 3.250 -1.738 4.109  0.01
21 H 3.319 -0.103 3.442  0.00
22 H 3.384 -1.528 2.363  0.00
23 C 1.162 -3.075 1.444  -0.01
24 H 1.541 -3.938 2.017  0.01
25 H 2.003 -2.704 0.841  0.00
26 H 0.387 -3.460 0.769  0.00
27 C -1.962 0.786 -4.298  0.00
28 C -1.836 -0.540 -4.377  0.00
29 C -0.997 -1.271 -5.403  0.00
30 C 0.360 -0.597 -5.727  0.00
31 C 1.088 -0.074 -4.521  0.00
32 C 0.981 1.173 -4.008  0.00
33 C 0.104 2.277 -4.531  0.00
34 C -1.235 1.801 -5.150  0.00
35 H -1.596 -1.331 -6.329  0.00
36 H 0.216 0.197 -6.473  0.00
37 H -0.802 -2.310 -5.089  0.00
38 H -1.054 1.403 -6.159  0.00
39 H -2.731 1.224 -3.644  0.00
40 H -2.558 -1.172 -3.840  0.00
41 H -1.880 2.689 -5.268  0.00
42 H -0.121 3.004 -3.727  0.00
43 H 1.709 1.476 -3.250  0.00
44 H 0.695 2.825 -5.288  0.00
45 H 1.005 -1.360 -6.198  0.00
46 H 1.809 -0.770 -4.089  0.00
47 P -1.159 -0.001 -0.225  -0.07
48 P 1.634 1.309 0.919  0.08
49 C -0.261 1.288 -1.218  0.01
50 C 0.786 2.153 -0.498  0.06
51 H -1.014 1.936 -1.691  0.00
52 H 0.219 0.737 -2.036  0.01
53 H 1.564 2.500 -1.206  0.01
54 H 0.315 3.054 -0.080  0.00
55 C 2.315 2.542 2.067  0.01
56 H 2.938 2.061 2.836  0.00
57 H 1.499 3.074 2.577  0.00
58 H 2.931 3.277 1.530  0.00
59 C 2.999 0.353 0.185  0.02
60 H 3.495 0.894 -0.638  0.00
61 H 2.610 -0.599 -0.203  0.00
62 H 3.752 0.138 0.958  0.00
63 C -2.902 0.463 -0.068  0.03
64 H -3.432 -0.257 0.576  0.00
65 H -3.396 0.486 -1.050  0.01
66 H -2.976 1.457 0.399  0.00
67 C -1.007 -1.614 -1.068  0.01
68 H 0.022 -1.989 -0.964  0.00
69 H -1.263 -1.579 -2.140  0.01
70 H -1.680 -2.329 -0.573  0.00
71 F -2.434 1.421 2.931  0.02
72 C -1.149 1.637 2.479  0.28
73 F -1.302 2.696 1.594  0.03
74 F -0.486 2.215 3.547  0.02

***

No. 2
A 5-piece molecular cluster, C25H43F5N4O15 overall in a non-equilibrium geometry. Source: OMol25; level of theory: ωB97M-V/def2-TZVPD.

Output
E_HOMO ... -0.321 Eh
E_tot ... -76871.2720 eV
Orbital gap ... 8.315 eV
Structure (SMILES) ... CC(C)=N[C@]1(O)NC(=O)[C@@](CC(=O)N(C)C)(C(F)(F)C(F)(F)F)[C@H]1N.COC(=O)OC.COC(=O)OC.COC(=O)OC.COC(=O)OC

Each line ends with the Löwdin charge.
Geometry (Å):
1 C 5.138 -0.590 0.556  -0.05
2 C 4.238 -0.270 -0.815  -0.24
3 C 3.520 -1.620 -1.490  -0.08
4 N 4.114 0.977 -1.383  0.05
5 C 3.385 1.945 -0.474  -0.45
6 O 4.428 2.595 0.334  -0.04
7 N 2.235 1.220 0.237  0.11
8 C 1.314 2.384 0.659  -0.18
9 O 0.782 2.313 1.881  0.03
10 C 1.161 3.464 -0.565  -0.13
11 C -0.056 3.323 -1.653  -0.01
12 C -1.365 2.484 -1.134  -0.22
13 O -2.578 3.096 -1.236  -0.05
14 N -1.381 1.072 -0.593  -0.21
15 C -1.463 0.023 -1.680  -0.11
16 C -2.432 0.872 0.485  -0.09
17 C 1.383 4.955 0.079  -0.11
18 F 1.437 6.057 -0.945  0.00
19 F 2.714 5.006 0.792  0.02
20 C 0.262 5.413 1.184  -0.13
21 F -1.061 4.762 1.047  0.04
22 F 0.063 6.899 1.001  0.01
23 F 0.700 5.255 2.607  0.03
24 C 2.495 2.979 -1.443  -0.23
25 N 3.434 4.038 -1.976  0.02
26 H 4.672 -1.559 1.031  0.08
27 H 6.249 -0.860 0.228  0.10
28 H 5.106 0.281 1.338  0.08
29 H 2.676 -2.056 -0.803  0.09
30 H 4.353 -2.471 -1.557  0.09
31 H 3.185 -1.418 -2.599  0.08
32 H 5.193 2.832 -0.298  0.14
33 H 1.623 0.716 -0.473  0.14
34 H 0.250 2.881 -2.693  0.14
35 H -0.434 4.434 -1.873  0.16
36 H -2.575 -0.255 -1.997  0.11
37 H -1.027 -0.981 -1.202  0.11
38 H -0.811 0.235 -2.628  0.10
39 H -2.705 1.877 1.068  0.12
40 H -3.410 0.360 0.031  0.11
41 H -1.944 0.170 1.319  0.10
42 H 2.327 2.299 -2.380  0.14
43 H 4.084 3.506 -2.631  0.10
44 H 2.858 4.631 -2.613  0.08
45 C -0.761 -2.420 4.147  -0.05
46 O -0.962 -2.751 2.775  -0.02
47 C -1.818 -3.785 2.569  -0.56
48 O -2.398 -4.419 3.437  0.11
49 O -1.916 -3.990 1.232  -0.02
50 C -2.789 -5.056 0.864  -0.05
51 H -0.061 -1.582 4.193  0.09
52 H -1.702 -2.108 4.611  0.10
53 H -0.323 -3.265 4.688  0.10
54 H -3.812 -4.849 1.197  0.10
55 H -2.432 -6.007 1.274  0.10
56 H -2.791 -5.131 -0.227  0.09
57 C -0.832 -8.145 -3.296  -0.05
58 O -1.503 -7.597 -4.428  -0.01
59 C -2.219 -6.475 -4.164  -0.56
60 O -2.321 -5.930 -3.076  0.10
61 O -2.800 -6.065 -5.319  -0.01
62 C -3.591 -4.884 -5.191  -0.05
63 H -0.292 -9.039 -3.623  0.09
64 H -0.105 -7.431 -2.895  0.10
65 H -1.551 -8.441 -2.526  0.10
66 H -2.975 -4.040 -4.866  0.10
67 H -4.421 -5.049 -4.496  0.10
68 H -4.007 -4.648 -6.174  0.10
69 C -8.809 5.778 -2.342  -0.06
70 O -8.002 5.540 -1.191  -0.01
71 C -6.667 5.560 -1.432  -0.56
72 O -6.136 5.758 -2.513  0.11
73 O -6.025 5.322 -0.260  -0.01
74 C -4.602 5.313 -0.362  -0.05
75 H -9.858 5.740 -2.034  0.09
76 H -8.609 6.771 -2.756  0.10
77 H -8.644 5.002 -3.097  0.10
78 H -4.233 6.288 -0.697  0.10
79 H -4.268 4.518 -1.038  0.07
80 H -4.193 5.113 0.632  0.09
81 C 4.087 -0.416 5.247  -0.05
82 O 4.517 -1.701 5.694  -0.01
83 C 5.528 -2.236 4.964  -0.56
84 O 6.068 -1.718 3.998  0.10
85 O 5.834 -3.447 5.493  -0.01
86 C 6.890 -4.131 4.821  -0.05
87 H 3.277 -0.084 5.903  0.10
88 H 4.904 0.310 5.316  0.10
89 H 3.702 -0.472 4.224  0.10
90 H 7.819 -3.554 4.873  0.10
91 H 6.616 -4.336 3.781  0.10
92 H 7.050 -5.087 5.329  0.09

***

No. 3
C25H43NP2Re as an isolated structure in a non-equilibrium geometry. Source: OMol25; level of theory: ωB97M-V/def2-TZVPD.

Output
E_HOMO (spin up / spin down) ... -0.461 / -0.506 Eh
Spin multiplicity ... 4
E_tot ... -48798.0560 eV
Total charge ... +2
Energy relative to the best compared isomer or geometry (same formula, charge and spin) ... 477.33 kJ/mol
Orbital gap (spin up / spin down) ... 6.332 / 6.354 eV

Each line ends with the Mulliken spin population.
Geometry (Å):
1 Re 0.132 -0.945 0.175  1.64
2 C -0.385 -2.591 1.298  -0.01
3 C 0.983 -2.681 0.854  -0.05
4 C 0.797 -0.900 2.346  0.14
5 C -0.486 -1.468 2.202  0.12
6 C 1.699 -1.589 1.470  0.04
7 C -1.456 -3.589 1.067  -0.01
8 H -1.232 -4.244 0.218  0.00
9 H -2.407 -3.081 0.880  -0.01
10 H -1.608 -4.214 1.960  0.00
11 C -1.712 -1.018 2.898  -0.01
12 H -2.623 -1.271 2.352  0.00
13 H -1.687 0.061 3.065  -0.02
14 H -1.783 -1.508 3.872  0.00
15 C 1.089 0.112 3.383  -0.03
16 H 0.821 -0.302 4.358  0.01
17 H 0.470 0.999 3.259  0.00
18 H 2.137 0.385 3.405  0.00
19 C 3.197 -1.456 1.456  -0.03
20 H 3.694 -2.135 2.175  0.00
21 H 3.486 -0.443 1.758  0.00
22 H 3.650 -1.653 0.471  0.01
23 C 1.541 -3.813 0.056  0.02
24 H 1.930 -4.652 0.634  0.00
25 H 2.369 -3.486 -0.559  0.00
26 H 0.805 -4.201 -0.641  0.00
27 C -1.657 0.045 -3.077  0.10
28 C -1.839 -1.268 -2.862  -0.01
29 C -0.837 -2.347 -3.227  -0.01
30 C 0.620 -2.229 -2.662  0.06
31 C 0.955 -1.329 -1.508  0.19
32 C 0.729 0.100 -1.645  0.25
33 C 0.807 0.722 -3.031  0.08
34 C -0.495 0.598 -3.852  0.01
35 H -0.780 -2.570 -4.329  0.00
36 H 1.249 -1.893 -3.482  0.00
37 H -1.313 -3.254 -2.813  0.00
38 H -0.321 -0.045 -4.726  0.00
39 H -2.466 0.773 -2.886  0.01
40 H -2.855 -1.589 -2.531  0.00
41 H -0.746 1.583 -4.284  0.00
42 H 0.981 1.810 -2.891  0.00
43 H 0.929 0.915 -0.899  0.14
44 H 1.665 0.294 -3.599  0.02
45 H 0.927 -3.245 -2.404  0.00
46 H 1.939 -1.528 -1.084  0.08
47 P -2.057 2.007 0.251  -0.04
48 P 1.398 2.347 0.862  0.06
49 C -0.971 3.234 -0.574  0.03
50 C 0.541 3.525 -0.260  -0.03
51 H -1.466 4.201 -0.402  0.00
52 H -1.036 3.050 -1.651  0.00
53 H 1.113 3.549 -1.204  -0.01
54 H 0.691 4.497 0.244  0.00
55 C 1.658 3.242 2.447  0.02
56 H 2.503 2.745 2.957  0.00
57 H 0.734 3.130 3.037  0.00
58 H 1.875 4.303 2.243  0.00
59 C 3.123 2.368 0.217  0.04
60 H 3.308 3.184 -0.500  0.00
61 H 3.303 1.412 -0.293  0.00
62 H 3.806 2.442 1.076  0.00
63 C -3.809 2.535 0.043  0.00
64 H -4.498 1.713 0.317  0.00
65 H -4.057 2.891 -0.978  0.00
66 H -4.036 3.349 0.749  0.00
67 C -2.315 0.205 0.007  0.17
68 H -1.745 -0.689 -0.484  -0.03
69 H -3.153 0.225 -0.714  0.01
70 H -2.617 -0.223 0.960  0.03
71 N -1.526 2.540 3.089  0.00
72 C -1.681 2.358 1.940  0.01